Entry 1:
Entry from OMol25: a cluster of 2 separate species, C5H12BFN4O2S in total (wB97M-V/def2-TZVPD).

```
26
C5H12BFN4O2S (wB97M-V/def2-TZVPD)
C -0.53 -1.65 1.95
B -0.22 -0.33 1.03
O 0.59 0.68 1.65
N -0.84 -0.26 -0.32
C -0.47 -0.34 -1.67
N 0.77 -0.47 -2.12
C 2.05 -0.54 -1.41
C 2.54 0.97 -1.11
F 3.97 1.04 -1.34
N -1.56 -0.25 -2.63
C -2.68 -0.09 -1.74
N -2.21 -0.09 -0.37
S -3.33 0.11 0.93
H -1.13 -2.44 1.37
H -1.23 -1.31 2.79
H 0.42 -2.08 2.40
H 1.40 0.19 1.92
H 0.84 -0.52 -3.15
H 2.85 -0.97 -2.12
H 2.08 -1.21 -0.49
H 2.09 1.61 -1.94
H 2.30 1.33 -0.07
H -3.77 0.03 -2.03
H -2.97 1.27 1.66
O -0.69 3.03 3.74
H -0.20 2.36 3.28
```

The HOMO energy comes out at -4.94 eV. As for the HOMO-LUMO gap: 3.48 eV. The value obtained for the LUMO energy is -1.5 eV. The energy above the lowest of the compared OMol25 structures with the same formula, charge and spin comes out at 431.4 kJ/mol.

***

Entry 2:
Entry from OMol25: a cluster of 5 separate species, C10H30O10 in total (wB97M-V/def2-TZVPD).

```
50
C10H30O10 (wB97M-V/def2-TZVPD)
O -0.93 -1.60 0.98
C -1.31 -0.84 -0.21
C -1.37 -1.63 -1.42
O -2.34 -2.58 -1.10
H -1.32 -1.10 1.70
H -2.27 -0.36 -0.01
H -0.48 -0.13 -0.21
H -0.43 -2.16 -1.57
H -1.79 -0.98 -2.18
H -2.15 -2.94 -0.23
O -0.50 -5.56 -5.28
C 0.02 -4.73 -6.32
C -0.98 -4.65 -7.46
O -2.00 -3.85 -7.02
H -1.29 -5.04 -5.11
H 0.23 -3.72 -5.97
H 0.84 -5.30 -6.76
H -1.37 -5.65 -7.65
H -0.57 -4.24 -8.39
H -2.85 -4.23 -7.24
O 4.45 3.09 -3.35
C 3.93 1.91 -2.67
C 4.64 0.60 -3.05
O 4.70 0.46 -4.42
H 5.22 3.44 -2.87
H 4.02 2.19 -1.62
H 2.91 1.87 -3.04
H 3.99 -0.21 -2.72
H 5.63 0.61 -2.61
H 5.19 1.17 -4.84
O 1.44 3.26 4.95
C 1.96 2.92 3.71
C 3.40 3.43 3.60
O 3.31 4.84 3.70
H 1.87 2.83 5.69
H 1.85 1.85 3.49
H 1.35 3.42 2.96
H 3.69 3.05 2.62
H 3.89 2.97 4.46
H 2.64 5.21 3.11
O -5.55 1.32 7.99
C -5.15 1.60 6.64
C -4.02 0.74 6.25
O -3.67 0.89 4.87
H -6.01 2.08 8.35
H -5.95 1.66 5.91
H -4.81 2.64 6.71
H -4.38 -0.29 6.30
H -3.14 0.97 6.84
H -4.54 0.77 4.49
```

The HOMO energy comes out at -10.01 eV. The structure (SMILES) is OCCO.OCCO.OCCO.OCCO.OCCO. As for the HOMO-LUMO gap: 10.28 eV. The value obtained for the LUMO energy is 0.3 eV. The energy above the lowest of the compared OMol25 structures with the same formula, charge and spin comes out at 250.2 kJ/mol.

***

Entry 3:
Entry from OMol25: a structure of composition C34H40Cl3N4O5PS6Sn (wB97M-V/def2-TZVPD).

```
94
C34H40Cl3N4O5PS6Sn (wB97M-V/def2-TZVPD)
Sn -1.29 -1.50 -0.11
Cl 0.19 -4.68 2.41
C 0.39 -3.06 3.09
Cl -1.03 -2.57 4.03
H 0.53 -2.36 2.27
H 1.25 -3.07 3.75
O -4.67 -7.46 -2.91
C -4.05 -6.49 -2.54
S -4.37 -5.64 -1.03
C -3.13 -4.39 -1.18
C -2.35 -4.43 -2.28
S -1.06 -3.38 -2.75
S -2.72 -5.75 -3.41
S -3.15 -3.23 0.14
S -4.10 -0.27 -3.89
C -2.86 0.90 -3.73
C -2.15 0.66 -2.60
N -2.58 -0.42 -1.88
C -3.60 -1.01 -2.43
H -2.71 1.69 -4.45
H -1.31 1.24 -2.24
H -4.05 -1.90 -2.02
C 2.98 -2.02 -5.23
C 1.54 -2.18 -4.74
C 1.03 -0.98 -3.94
C 1.91 -0.57 -2.77
N 2.14 -1.69 -1.85
C 2.84 -1.68 -0.72
S 2.71 -2.94 0.42
N 3.74 -0.70 -0.44
C 4.05 0.56 -1.11
C 5.07 1.32 -0.28
C 6.37 0.56 0.00
C 7.06 0.05 -1.25
H 3.28 -2.88 -5.83
H 3.68 -1.94 -4.40
H 3.09 -1.12 -5.85
H 1.45 -3.09 -4.14
H 0.87 -2.33 -5.59
H 0.02 -1.19 -3.58
H 0.95 -0.11 -4.59
H 1.46 0.27 -2.25
H 2.87 -0.23 -3.17
H 1.46 -2.44 -1.89
H 4.00 -0.76 0.53
H 3.17 1.20 -1.23
H 4.46 0.36 -2.10
H 4.60 1.63 0.65
H 5.30 2.25 -0.82
H 6.17 -0.29 0.67
H 7.05 1.22 0.55
H 6.45 -0.69 -1.77
H 8.01 -0.43 -1.01
H 7.26 0.87 -1.95
N -2.43 -0.46 1.28
P -2.21 0.79 2.15
C -2.51 2.38 1.30
C -3.56 2.38 0.38
C -3.84 3.52 -0.36
C -3.07 4.66 -0.18
C -2.02 4.66 0.72
C -1.74 3.52 1.47
C -3.38 0.82 3.55
C -3.62 1.95 4.32
C -4.52 1.91 5.38
C -5.18 0.72 5.67
C -4.94 -0.41 4.91
C -4.04 -0.36 3.85
C -0.57 1.01 2.93
C 0.53 1.11 2.08
C 1.82 1.15 2.60
C 2.02 1.07 3.97
C 0.93 0.97 4.82
C -0.36 0.94 4.31
H -4.12 1.47 0.22
H -4.64 3.51 -1.08
H -3.26 5.55 -0.78
H -1.38 5.53 0.82
H -0.90 3.52 2.15
H -3.11 2.88 4.08
H -4.71 2.79 5.97
H -5.88 0.68 6.50
H -5.46 -1.34 5.13
H -3.85 -1.23 3.22
H 0.39 1.18 1.01
H 2.65 1.25 1.92
H 3.02 1.09 4.38
H 1.08 0.90 5.90
H -1.20 0.84 4.98
O 2.19 3.11 -0.21
Cl 1.16 3.23 -1.23
O 0.61 4.56 -1.20
O 1.74 2.96 -2.52
O 0.12 2.26 -0.96
```

As for the total charge: -2. The HOMO energy comes out at -1.69 eV. As for the HOMO-LUMO gap: 5.56 eV. The value obtained for the LUMO energy is 3.9 eV. The energy above the lowest of the compared OMol25 structures with the same formula, charge and spin comes out at 32.9 kJ/mol.

***

Entry 4:
Entry from OMol25: a structure of composition C27H50OP2Re (wB97M-V/def2-TZVPD).

```
81
C27H50OP2Re (wB97M-V/def2-TZVPD)
Re -0.39 -1.52 -2.25
C -0.49 -2.82 -0.51
C 0.85 -2.88 -1.00
C 0.60 -0.79 -0.03
C -0.71 -1.41 -0.14
C 1.52 -1.63 -0.72
C -1.33 -4.04 -0.22
H -0.94 -4.87 -0.81
H -2.38 -3.87 -0.48
H -1.28 -4.33 0.83
C -1.98 -0.74 0.26
H -2.71 -0.80 -0.56
H -1.80 0.31 0.52
H -2.42 -1.20 1.14
C 0.95 0.35 0.88
H 0.52 0.15 1.87
H 0.54 1.33 0.58
H 2.04 0.39 1.09
C 3.01 -1.37 -0.89
H 3.63 -1.99 -0.21
H 3.30 -0.35 -0.60
H 3.38 -1.60 -1.90
C 1.60 -4.09 -1.52
H 2.03 -4.69 -0.70
H 2.44 -3.79 -2.16
H 0.93 -4.73 -2.10
C -1.72 1.05 -5.12
C -1.87 -0.40 -5.05
C -0.91 -1.28 -5.75
C 0.31 -1.74 -4.89
C 0.71 -0.69 -3.83
C 1.11 0.62 -4.32
C 0.81 1.26 -5.62
C -0.65 1.70 -5.98
H -0.60 -0.89 -6.73
H 1.17 -1.93 -5.56
H -1.56 -2.13 -6.01
H -0.86 1.38 -7.01
H -2.65 1.62 -5.21
H -2.95 -0.66 -5.11
H -0.72 2.79 -5.98
H 1.40 2.19 -5.70
H 2.16 0.86 -4.03
H 1.16 0.55 -6.39
H -0.03 -2.72 -4.44
H 1.54 -0.96 -3.15
P -1.45 0.76 -3.35
P 1.75 2.06 -1.57
C -0.77 2.36 -2.94
C 0.67 2.85 -2.82
H -1.22 2.58 -1.93
H -1.29 2.97 -3.69
H 1.22 2.91 -3.77
H 0.57 3.87 -2.42
C 1.86 3.35 -0.27
H 2.71 3.05 0.40
H 0.91 3.39 0.31
H 2.05 4.32 -0.78
C 3.44 2.10 -2.17
H 3.52 2.80 -3.00
H 3.78 1.12 -2.51
H 4.10 2.41 -1.35
C -3.11 1.10 -2.64
H -3.93 0.35 -2.78
H -3.43 2.06 -3.11
H -2.89 1.29 -1.57
C -2.21 -1.95 -2.89
H -2.47 -2.73 -2.16
H -2.26 -2.34 -3.92
H -3.12 -1.30 -2.95
C -3.37 3.05 1.12
C -2.19 3.78 0.47
C -1.53 4.91 1.24
O -1.31 2.96 -0.16
H -3.00 2.53 2.01
H -3.82 2.31 0.47
H -4.13 3.78 1.39
H -2.57 4.30 -0.41
H -0.86 4.53 2.02
H -0.90 5.48 0.54
H -2.24 5.63 1.67
```

As for the total charge: +2. The HOMO energy (alpha / beta) comes out at -12.93 / -13.16 eV. The spin multiplicity is 4. As for the HOMO-LUMO gap (alpha / beta): 5.30 / 5.21 eV. The value obtained for the LUMO energy (alpha / beta) is -7.6 / -7.9 eV. The energy above the lowest of the compared OMol25 structures with the same formula, charge and spin comes out at 941.2 kJ/mol.

***

Entry 5:
Entry from OMol25: an isolated molecule of C9H14N2OS (wB97M-V/def2-TZVPD).

```
27
C9H14N2OS (wB97M-V/def2-TZVPD)
C 3.46 -0.24 0.17
C 2.62 -1.31 0.15
C 2.94 1.01 -0.08
C 1.26 -1.15 -0.11
C 0.72 0.10 -0.18
C 0.40 -2.37 0.10
C -1.87 1.40 1.36
C -3.07 0.23 -1.57
C -1.46 0.09 0.71
N 1.57 1.22 -0.27
N 1.25 2.39 -0.59
O -0.64 0.28 -0.39
S -2.93 -0.85 -0.04
H 4.55 -0.35 0.28
H 2.76 -2.42 0.24
H 3.53 1.91 -0.22
H 0.55 -2.88 1.07
H 0.70 -3.08 -0.65
H -0.66 -2.17 -0.08
H -0.88 1.95 1.50
H -2.10 1.16 2.41
H -2.68 1.92 0.90
H -3.01 1.26 -1.15
H -4.07 -0.05 -1.96
H -2.26 -0.03 -2.30
H -0.97 -0.51 1.39
H 0.29 2.49 -0.70
```

The HOMO energy comes out at -7.31 eV. As for the HOMO-LUMO gap: 8.03 eV. The value obtained for the LUMO energy is 0.7 eV. The energy above the lowest of the compared OMol25 structures with the same formula, charge and spin comes out at 454.9 kJ/mol.

***

> Number 5 is which compound?

C9H14N2OS

***

Please write out number 4 again, unchanged.
Entry from OMol25: a structure of composition C27H50OP2Re (wB97M-V/def2-TZVPD).

```
81
C27H50OP2Re (wB97M-V/def2-TZVPD)
Re -0.39 -1.52 -2.25
C -0.49 -2.82 -0.51
C 0.85 -2.88 -1.00
C 0.60 -0.79 -0.03
C -0.71 -1.41 -0.14
C 1.52 -1.63 -0.72
C -1.33 -4.04 -0.22
H -0.94 -4.87 -0.81
H -2.38 -3.87 -0.48
H -1.28 -4.33 0.83
C -1.98 -0.74 0.26
H -2.71 -0.80 -0.56
H -1.80 0.31 0.52
H -2.42 -1.20 1.14
C 0.95 0.35 0.88
H 0.52 0.15 1.87
H 0.54 1.33 0.58
H 2.04 0.39 1.09
C 3.01 -1.37 -0.89
H 3.63 -1.99 -0.21
H 3.30 -0.35 -0.60
H 3.38 -1.60 -1.90
C 1.60 -4.09 -1.52
H 2.03 -4.69 -0.70
H 2.44 -3.79 -2.16
H 0.93 -4.73 -2.10
C -1.72 1.05 -5.12
C -1.87 -0.40 -5.05
C -0.91 -1.28 -5.75
C 0.31 -1.74 -4.89
C 0.71 -0.69 -3.83
C 1.11 0.62 -4.32
C 0.81 1.26 -5.62
C -0.65 1.70 -5.98
H -0.60 -0.89 -6.73
H 1.17 -1.93 -5.56
H -1.56 -2.13 -6.01
H -0.86 1.38 -7.01
H -2.65 1.62 -5.21
H -2.95 -0.66 -5.11
H -0.72 2.79 -5.98
H 1.40 2.19 -5.70
H 2.16 0.86 -4.03
H 1.16 0.55 -6.39
H -0.03 -2.72 -4.44
H 1.54 -0.96 -3.15
P -1.45 0.76 -3.35
P 1.75 2.06 -1.57
C -0.77 2.36 -2.94
C 0.67 2.85 -2.82
H -1.22 2.58 -1.93
H -1.29 2.97 -3.69
H 1.22 2.91 -3.77
H 0.57 3.87 -2.42
C 1.86 3.35 -0.27
H 2.71 3.05 0.40
H 0.91 3.39 0.31
H 2.05 4.32 -0.78
C 3.44 2.10 -2.17
H 3.52 2.80 -3.00
H 3.78 1.12 -2.51
H 4.10 2.41 -1.35
C -3.11 1.10 -2.64
H -3.93 0.35 -2.78
H -3.43 2.06 -3.11
H -2.89 1.29 -1.57
C -2.21 -1.95 -2.89
H -2.47 -2.73 -2.16
H -2.26 -2.34 -3.92
H -3.12 -1.30 -2.95
C -3.37 3.05 1.12
C -2.19 3.78 0.47
C -1.53 4.91 1.24
O -1.31 2.96 -0.16
H -3.00 2.53 2.01
H -3.82 2.31 0.47
H -4.13 3.78 1.39
H -2.57 4.30 -0.41
H -0.86 4.53 2.02
H -0.90 5.48 0.54
H -2.24 5.63 1.67
```

As for the total charge: +2. The HOMO energy (alpha / beta) comes out at -12.93 / -13.16 eV. The spin multiplicity is 4. As for the HOMO-LUMO gap (alpha / beta): 5.30 / 5.21 eV. The value obtained for the LUMO energy (alpha / beta) is -7.6 / -7.9 eV. The energy above the lowest of the compared OMol25 structures with the same formula, charge and spin comes out at 941.2 kJ/mol.